[1]
Here is the molecule C4H9N3O in a non-equilibrium geometry from the OMol25 dataset. Energies are from the ωB97M-V functional and the def2-TZVPD basis.

The value obtained for the frontier orbital gap is 9.6087 eV. Its energy above the lowest of the compared OMol25 structures with the same formula, charge and spin is 100.8 kcal per mole. The spin multiplicity is 1. Its net charge is 0. For the total energy, the calculation gives -10808.0904 eV. The HOMO energy is -9.46 eV. Its SMILES is [H]/N=N/O[C@](C)(N)C=C. Its strongest force on any atom is 2.9 eV/A.

```
17
Properties=species:S:1:pos:R:3:lowdin_charge:R:1
H -2.652 -2.869 0.794 0.084
N -1.905 -2.519 0.184 0.094
N -1.298 -1.556 0.640 -0.008
O 0.146 -1.561 0.211 -0.082
C 0.534 -0.210 0.152 -0.647
C 1.844 -0.106 -0.631 -0.022
N 0.721 0.347 1.477 0.090
C -0.570 0.572 -0.686 -0.122
C -0.981 1.834 -0.520 0.007
H 1.733 -0.531 -1.635 0.086
H 2.630 -0.685 -0.133 0.086
H 2.180 0.932 -0.727 0.089
H 0.877 1.347 1.426 0.069
H -0.129 0.182 2.007 0.073
H -0.897 0.035 -1.577 0.102
H -0.638 2.466 0.292 0.047
H -1.595 2.321 -1.273 0.053
```



[2]
Here is a cluster of 7 separate species, C28H59BF3N3O20S8 in total in a non-equilibrium geometry from the OMol25 dataset. Energies are from the ωB97M-V functional and the def2-TZVPD basis.

The value obtained for the frontier orbital gap is 7.1615 eV. The spin multiplicity is 1. Its net charge is 0. For the total energy, the calculation gives -170912.0436 eV. The HOMO energy is -9.04 eV. Its SMILES is CCSC[C@@](C#N)(N=C=S)[C@@](C#N)(CB(O)O)C(F)(F)F.CCOS(C)(=O)=O.CCOS(C)(=O)=O.CCOS(C)(=O)=O.CCOS(C)(=O)=O.CCOS(C)(=O)=O.CCOS(C)(=O)=O. Its strongest force on any atom is 12.7 eV/A.

```
122
Properties=species:S:1:pos:R:3:lowdin_charge:R:1
C -3.411 -1.221 5.088 -0.181
C -3.657 -1.677 3.501 -0.500
S -2.305 -0.841 2.508 0.791
C -2.801 0.960 2.084 -0.420
C -1.759 1.707 1.075 -0.361
C -1.527 0.558 -0.130 -0.119
N -1.334 -0.338 -1.070 0.140
N -2.420 2.855 0.280 0.073
C -3.464 3.413 0.955 -0.536
S -5.039 3.822 1.556 0.643
C -0.315 2.176 1.655 -0.163
C 0.794 1.422 0.632 -0.067
N 1.693 0.832 -0.130 0.173
C 0.061 3.780 1.357 -0.026
B -0.547 4.868 2.393 -0.451
O -1.025 4.687 3.772 0.062
O -0.592 6.292 1.896 0.017
C 0.160 1.649 3.117 -0.178
F 1.404 2.389 3.569 0.011
F -0.766 1.778 4.246 0.039
F 0.699 0.249 2.914 -0.014
H -2.443 -0.534 5.181 0.066
H -3.297 -2.186 5.764 0.081
H -4.356 -0.600 5.400 0.072
H -3.513 -2.848 3.346 0.101
H -4.689 -1.302 3.094 0.076
H -3.031 1.586 3.074 0.104
H -3.878 0.784 1.596 0.109
H 1.250 3.821 1.472 0.140
H -0.105 4.068 0.210 0.146
H -1.844 4.080 3.694 0.120
H -1.106 6.255 1.026 0.121
C 3.799 5.571 -3.655 -0.074
C 4.584 5.994 -2.427 -0.275
O 3.776 6.736 -1.525 -0.259
S 2.720 5.933 -0.578 0.628
C 2.350 7.271 0.527 -0.102
O 3.430 4.909 0.157 -0.306
O 1.533 5.640 -1.353 -0.290
H 3.028 4.839 -3.395 0.072
H 4.459 5.116 -4.399 0.083
H 3.291 6.430 -4.105 0.086
H 5.033 5.129 -1.927 0.118
H 5.404 6.650 -2.736 0.125
H 3.254 7.534 1.079 0.081
H 1.574 6.934 1.218 0.050
H 1.987 8.121 -0.054 0.082
C 3.702 -1.714 -1.146 -0.086
C 4.665 -0.613 -1.550 -0.280
O 6.010 -0.974 -1.276 -0.265
S 6.763 -2.008 -2.287 0.623
C 8.412 -1.747 -1.685 -0.124
O 6.677 -1.495 -3.637 -0.292
O 6.364 -3.359 -1.951 -0.287
H 3.827 -2.597 -1.780 0.069
H 2.666 -1.376 -1.238 0.056
H 3.884 -2.030 -0.113 0.086
H 4.540 -0.344 -2.604 0.118
H 4.448 0.284 -0.960 0.109
H 8.703 -0.715 -1.888 0.074
H 9.077 -2.435 -2.212 0.076
H 8.435 -1.955 -0.614 0.075
C -9.918 -2.174 2.069 -0.073
C -9.107 -1.854 3.310 -0.278
O -8.968 -2.992 4.147 -0.262
S -7.888 -4.141 3.733 0.631
C -7.892 -5.017 5.277 -0.117
O -6.591 -3.525 3.554 -0.292
O -8.481 -4.993 2.724 -0.285
H -9.378 -2.865 1.414 0.070
H -10.130 -1.265 1.499 0.082
H -10.864 -2.656 2.337 0.088
H -8.127 -1.441 3.048 0.112
H -9.633 -1.091 3.893 0.125
H -7.494 -4.364 6.055 0.076
H -7.257 -5.899 5.166 0.079
H -8.914 -5.322 5.508 0.077
C 4.977 4.320 2.435 -0.082
C 5.042 4.298 3.950 -0.271
O 6.378 4.156 4.410 -0.266
S 7.357 5.458 4.383 0.623
C 8.651 4.785 5.394 -0.126
O 6.723 6.541 5.104 -0.289
O 7.870 5.626 3.039 -0.290
H 5.445 5.224 2.034 0.073
H 3.939 4.298 2.091 0.046
H 5.512 3.464 2.011 0.095
H 4.575 5.191 4.380 0.117
H 4.483 3.432 4.319 0.122
H 8.260 4.607 6.397 0.074
H 9.464 5.515 5.433 0.076
H 9.006 3.857 4.944 0.074
C 5.164 -3.182 -6.030 -0.073
C 6.157 -2.550 -6.987 -0.275
O 5.698 -2.617 -8.329 -0.269
S 4.552 -1.566 -8.817 0.623
C 4.704 -1.864 -10.560 -0.128
O 4.999 -0.218 -8.538 -0.289
O 3.260 -2.053 -8.383 -0.289
H 4.242 -2.596 -5.977 0.076
H 5.584 -3.243 -5.022 0.055
H 4.889 -4.188 -6.363 0.086
H 6.379 -1.516 -6.703 0.114
H 7.099 -3.107 -6.943 0.125
H 5.696 -1.546 -10.888 0.073
H 3.935 -1.279 -11.071 0.076
H 4.552 -2.927 -10.752 0.074
C -7.175 -7.622 0.371 -0.070
C -8.334 -6.687 0.077 -0.288
O -8.562 -6.568 -1.320 -0.266
S -9.335 -7.777 -2.092 0.624
C -9.656 -6.905 -3.605 -0.127
O -10.595 -8.031 -1.429 -0.289
O -8.385 -8.834 -2.369 -0.289
H -7.422 -8.652 0.099 0.071
H -6.925 -7.605 1.436 0.076
H -6.291 -7.338 -0.208 0.087
H -9.244 -7.009 0.594 0.118
H -8.088 -5.687 0.448 0.101
H -10.332 -6.074 -3.397 0.073
H -10.123 -7.603 -4.304 0.076
H -8.710 -6.545 -4.014 0.075
```



[3]
Here is a structure of composition C17H17ClN2O4S in a non-equilibrium geometry from the OMol25 dataset. Energies are from the ωB97M-V functional and the def2-TZVPD basis.

The value obtained for the frontier orbital gap is 8.5038 eV. Its energy above the lowest of the compared OMol25 structures with the same formula, charge and spin is 365.7 kcal per mole. The spin multiplicity is 1. Its net charge is 0. For the total energy, the calculation gives -52417.1579 eV. The HOMO energy is -8.38 eV. Its strongest force on any atom is 20.0 eV/A.

```
42
Properties=species:S:1:pos:R:3:lowdin_charge:R:1
C -4.172 -2.015 1.184 -0.003
C -2.636 -1.664 0.761 -0.467
O -1.703 -2.099 1.298 0.071
N -2.560 -0.731 -0.235 -0.023
C -1.319 -0.497 -0.845 -0.124
C -0.310 -1.271 -0.634 -0.121
C 0.861 -0.910 -1.051 -0.218
C 1.091 0.473 -1.934 0.090
C -0.013 1.345 -1.927 -0.039
C -1.138 0.910 -1.269 0.008
O -2.224 2.093 -1.286 -0.099
C -3.431 1.669 -0.679 -0.114
C -3.664 -0.082 -0.882 -0.069
H -4.614 -0.024 -0.247 0.118
H -3.785 -0.125 -1.970 0.123
H -4.183 2.199 -0.827 0.010
H -3.131 1.609 0.544 0.172
H 0.079 2.247 -2.191 0.046
H 2.173 0.822 -2.296 0.149
S 2.287 -1.870 -0.945 0.659
O 1.887 -3.206 -1.662 -0.347
O 3.392 -1.210 -1.421 -0.244
N 2.396 -1.964 0.657 -0.160
H 2.443 -2.994 1.042 0.206
C 3.281 -0.989 1.053 -0.375
C 2.925 0.277 1.028 -0.368
C 3.658 0.943 0.318 0.025
C 3.282 2.589 0.036 0.174
C 1.942 2.839 0.646 -0.069
C 1.236 1.983 1.321 -0.225
C 1.623 0.833 1.448 -0.476
Cl 0.531 -0.356 2.248 0.773
H 0.278 2.398 1.642 0.148
H 1.680 3.761 0.320 0.069
H 3.854 3.023 -0.489 -0.045
H 4.635 0.974 -0.019 0.102
H 3.248 -1.373 2.194 0.179
H 4.321 -1.256 1.227 0.151
H -0.349 -2.124 -0.241 0.066
H -4.843 -1.067 1.700 0.141
H -4.699 -2.370 0.367 0.017
H -4.329 -2.792 2.015 0.087
```



[4]
Here is a cluster of 2 separate species, C5H9NO in total in a non-equilibrium geometry from the OMol25 dataset. Energies are from the ωB97M-V functional and the def2-TZVPD basis.

The value obtained for the frontier orbital gap is 9.8102 eV. Its energy above the lowest of the compared OMol25 structures with the same formula, charge and spin is 52.4 kcal per mole. The spin multiplicity is 1. Its net charge is 0. For the total energy, the calculation gives -8866.9408 eV. The HOMO energy is -9.19 eV. Its SMILES is C/C=C(\C)C#N.O. Its strongest force on any atom is 1.6 eV/A.

```
16
Properties=species:S:1:pos:R:3:lowdin_charge:R:1
C -1.318 -0.741 -0.929 -0.068
C -0.777 0.257 0.043 -0.155
C 0.518 0.629 0.117 -0.353
C 1.593 0.046 -0.775 -0.048
C 0.807 1.870 0.778 -0.212
N 1.004 2.914 1.246 0.139
H -1.534 -0.155 -1.831 0.096
H -2.249 -1.209 -0.601 0.084
H -0.617 -1.531 -1.210 0.079
H -1.530 0.840 0.572 0.134
H 2.597 0.230 -0.390 0.082
H 1.521 0.535 -1.755 0.092
H 1.498 -1.033 -0.945 0.078
O -0.607 -1.205 1.710 -0.043
H -1.068 -0.798 2.451 0.069
H 0.163 -0.650 1.519 0.024
```